ORCA calculation (wB97M-V/def2-TZVPD) on a molecular structure, C48H62Cl3IrN9O7PS2.

XYZ file:
```
133
Properties=species:S:1:pos:R:3
Ir -0.06764 -0.05248 1.78747
O -2.75292 3.22993 2.23141
S -1.53158 2.54133 1.92187
O -1.39806 2.29938 0.43531
O -1.47704 1.24220 2.65482
O -0.28552 3.31869 2.23990
C 4.56539 -4.12300 2.72669
O 4.56769 -2.71988 2.86117
C 3.72219 -2.14024 3.75662
C 3.22649 -2.78583 4.87403
C 2.45390 -2.09960 5.80327
C 2.16768 -0.76109 5.60936
C 2.65910 -0.10790 4.49253
C 3.43594 -0.77865 3.55499
N 4.02548 -0.06438 2.50417
C 4.35833 -0.45658 1.26475
C 3.69917 -1.27867 0.34611
C 4.46005 -1.72574 -0.76867
C 3.90595 -2.42713 -1.79879
C 2.52637 -2.69308 -1.79325
C 1.74907 -2.27134 -0.74559
C 2.28627 -1.59393 0.36878
O 1.55010 -1.29394 1.36168
H 5.33129 -4.34891 1.98808
H 3.59993 -4.48332 2.35657
H 4.81534 -4.63574 3.65899
H 3.48054 -3.82093 5.05593
H 2.09518 -2.61031 6.68771
H 1.56180 -0.22215 6.32413
H 2.44723 0.94477 4.34608
H 4.21452 0.90772 2.71068
H 5.28466 -0.00727 0.92093
H 5.52405 -1.51601 -0.77035
H 4.52074 -2.75566 -2.62568
H 2.07326 -3.22552 -2.62013
H 0.67714 -2.42345 -0.76203
C -0.41522 -5.32611 3.43384
N -0.46214 -4.36376 2.34564
C -0.09615 -4.87080 1.03295
C -0.56848 -3.06772 2.55072
N -0.75955 -1.93110 2.65283
H -1.16931 -6.09764 3.26470
H -0.61058 -4.82843 4.37869
H 0.56685 -5.80366 3.48037
H -0.73766 -5.71792 0.77985
H 0.94669 -5.19914 1.00934
H -0.21023 -4.09197 0.28781
N 0.83629 1.37518 1.05600
P 0.57079 2.90520 0.37999
N 2.14947 3.47070 0.79693
C 2.85827 2.97210 1.97212
C 4.31394 2.66754 1.61793
C 5.00578 3.94310 1.14328
C 4.21131 4.54708 -0.01027
C 2.74549 4.73261 0.39410
N 0.71730 2.35048 -1.24342
C 0.16236 1.09690 -1.73047
C 1.15100 0.40389 -2.66261
C 1.37469 1.24476 -3.92436
C 1.36059 2.74348 -3.57609
C 1.70919 2.96104 -2.10633
N -0.02784 4.45948 -0.09573
C -0.89312 4.63793 -1.25126
C -2.28900 5.15534 -0.89800
C -2.18957 6.44788 -0.09354
C -1.38283 6.14997 1.16596
C -0.00049 5.62713 0.77429
H 2.35176 2.08146 2.32590
H 2.83751 3.72973 2.77266
H 4.32905 1.91264 0.82487
H 4.84222 2.27750 2.49884
H 6.03324 3.73024 0.83511
H 5.04179 4.65464 1.97434
H 4.27308 3.88913 -0.88071
H 4.62488 5.52202 -0.28201
H 2.19166 5.16689 -0.43241
H 2.72066 5.44833 1.23180
H -0.78654 1.28330 -2.26531
H -0.08073 0.45807 -0.88509
H 0.77778 -0.58667 -2.93106
H 2.09109 0.26469 -2.12292
H 0.58770 1.03176 -4.65194
H 2.32748 0.97141 -4.38537
H 0.37536 3.17241 -3.77218
H 2.07946 3.28701 -4.19306
H 1.73297 4.02886 -1.89294
H 2.71664 2.55555 -1.91557
H -0.99241 3.68560 -1.76273
H -0.41139 5.35516 -1.93863
H -2.79397 4.39691 -0.29649
H -2.85338 5.30845 -1.82266
H -3.18416 6.82064 0.16248
H -1.67579 7.21579 -0.68518
H -1.89759 5.39714 1.76032
H -1.25233 7.05046 1.77318
H 0.55535 5.36795 1.67140
H 0.52602 6.43907 0.24436
Cl -7.95942 1.44446 -2.91890
C -7.13485 -0.01956 -2.52817
C -5.97634 -0.36807 -3.19929
C -5.31943 -1.53718 -2.85784
C -5.78258 -2.36870 -1.84827
C -5.01481 -3.61066 -1.43180
C -4.35987 -3.44202 -0.02137
N -3.73496 -2.16376 0.26837
C -4.35878 -0.99514 0.64968
C -3.38318 -0.05437 0.77660
N -2.16170 -0.62200 0.49603
C -2.41519 -1.87028 0.19572
O -4.14821 -4.07929 -2.44857
C -2.81709 -3.58981 -2.50107
C -2.25323 -3.79255 -3.87183
C -1.90303 -2.77527 -4.71043
Cl -2.07754 -1.09354 -4.41925
S -1.19497 -3.33739 -6.17860
C -1.37623 -4.96894 -5.67004
C -1.94532 -5.06055 -4.44325
C -6.97772 -2.01187 -1.22328
Cl -7.68782 -3.02612 -0.00056
C -7.65241 -0.84696 -1.54513
H -5.58622 0.27081 -3.97914
H -4.42943 -1.81529 -3.40233
H -5.73916 -4.42232 -1.32697
H -3.60956 -4.22367 0.10571
H -5.14249 -3.60514 0.71530
H -5.41833 -0.93922 0.81854
H -3.47065 0.97764 1.05576
H -1.66903 -2.60095 -0.06042
H -2.19430 -4.14894 -1.78886
H -2.76682 -2.52957 -2.25664
H -1.04463 -5.76461 -6.31664
H -2.15565 -5.99600 -3.94485
H -8.56631 -0.58423 -1.03209
```

Results
strongest force on any atom = 0.052 hartree/bohr
energy = -149887.3623 eV
ΔE to the lowest compared entry with this formula, charge and spin = 84.2 kcal per mole
frontier orbital gap (spin up / spin down) = 5.069 / 5.064 eV

Here are the Mulliken charges for atoms 1 to 5, given in e: Ir 3.0227; O -0.8525; S 1.2991; O -0.5438; O -0.8352

ORCA calculation (wB97M-V/def2-TZVPD) on a molecular structure, C16H44BrCuN4O4.

XYZ file:
```
70
Properties=species:S:1:pos:R:3
Cu 10.35053 17.76000 14.40488
Br 8.17965 19.10231 14.90550
C 6.13134 23.14456 12.27443
C 7.44311 22.38437 12.13970
C 8.45526 22.80121 13.25429
O 8.84756 24.14619 12.99456
C 9.89606 24.71153 13.68878
N 7.21530 20.92792 12.18310
H 5.74991 23.12429 13.29531
H 5.47033 22.73356 11.51137
H 6.31100 24.14653 11.88471
H 7.74436 22.61082 11.11693
H 9.31451 22.14010 13.14148
H 7.88354 22.76150 14.18147
H 9.57730 24.74645 14.73054
H 10.01987 25.73083 13.32298
H 10.75194 24.08887 13.42831
H 8.09014 20.53870 12.50445
H 6.64482 20.80979 13.00814
C 3.04743 21.51592 14.70200
C 4.04974 20.46603 14.66629
C 4.08186 19.63248 13.32316
O 2.88206 18.94901 13.10525
C 2.94542 17.80066 12.20340
N 5.32066 21.03501 14.86083
H 2.05152 21.07833 14.63276
H 3.11828 22.20267 13.85853
H 2.94097 22.04332 15.64995
H 3.96884 19.80674 15.53052
H 4.94004 18.96735 13.22701
H 4.22762 20.38251 12.54579
H 3.57712 18.04989 11.35079
H 1.90985 17.62026 11.91507
H 3.27476 16.93679 12.78078
H 5.34787 21.32679 15.82738
H 6.03171 20.32468 14.76112
C 8.49629 20.93463 18.61768
C 9.48048 21.96380 17.93939
C 10.97038 21.62656 18.37618
O 11.14235 21.67752 19.78115
C 10.76639 22.89056 20.40952
N 9.36183 21.80882 16.49008
H 7.51946 21.07133 18.15377
H 8.44637 21.18409 19.67758
H 8.84625 19.91012 18.49112
H 9.34311 23.01709 18.18395
H 11.70640 22.32595 17.97966
H 11.26705 20.62330 18.07029
H 11.29237 23.78221 20.06833
H 11.03603 22.86767 21.46540
H 9.69360 23.06389 20.49421
H 8.51612 22.21903 16.12050
H 9.31541 20.81768 16.30142
C 5.18841 16.01356 15.33662
C 5.29958 16.76035 16.66768
C 4.32077 16.19237 17.70111
O 2.96648 16.33567 17.23722
C 2.02630 15.81846 18.20787
N 6.58838 16.85020 17.25368
H 5.90109 16.47002 14.64972
H 4.17951 16.10313 14.93387
H 5.35772 14.93745 15.37449
H 5.01447 17.75397 16.32195
H 4.49427 16.70154 18.64913
H 4.45730 15.13775 17.94037
H 2.15177 14.75790 18.42595
H 1.01310 16.02564 17.86347
H 2.02195 16.39276 19.13430
H 6.47128 17.22390 18.18467
H 7.18019 17.42193 16.66804
```

Results
spin multiplicity = 2
strongest force on any atom = 0.068 hartree/bohr
total charge = +1
energy = -146125.4953 eV
ΔE to the lowest compared entry with this formula, charge and spin = 67.9 kcal per mole
frontier orbital gap (spin up / spin down) = 6.046 / 2.972 eV

Here are the Mulliken charges for atoms 1 to 5, given in e: Cu 0.5863; Br -0.7025; C -1.4438; C 0.4515; C -0.2353

ORCA calculation (wB97M-V/def2-TZVPD) on a single C5H7IOS molecule.

XYZ file:
```
15
Properties=species:S:1:pos:R:3
C 0.87872 -0.10358 0.42557
C 0.38922 1.02599 1.03432
C -0.70828 0.08117 -1.41050
C -2.14223 0.18121 -0.66806
C 2.09860 -0.85426 0.84271
O 0.39565 -0.51606 -0.76751
S -2.28918 1.76461 0.13997
I 0.75738 1.50359 3.01954
H -1.07307 -0.59574 -2.27348
H -0.53134 1.16716 -1.75333
H -2.95311 0.23171 -1.47007
H -2.38373 -0.67870 0.04136
H 2.42214 -0.57295 1.85991
H 3.08231 -0.70198 0.26981
H 2.05692 -1.93217 0.70976
```

Results
strongest force on any atom = 0.063 hartree/bohr
energy = -26276.6213 eV
ΔE to the lowest compared entry with this formula, charge and spin = 46.3 kcal per mole
frontier orbital gap (spin up / spin down) = 6.379 / 6.378 eV

Here are the Mulliken charges for atoms 1 to 5, given in e: C 0.9309; C -0.5877; C -0.4786; C -0.5636; C -1.0824

ORCA calculation (wB97M-V/def2-TZVPD) on a molecular structure, C5H11N.

XYZ file:
```
17
Properties=species:S:1:pos:R:3
C -0.36728 1.80950 0.02928
C -0.40120 0.37340 -0.46371
C 0.84374 -0.44455 -0.64552
C 2.08999 0.05800 0.02024
N -0.53027 -0.62332 0.59596
C -1.57952 -1.61409 0.27592
H 0.26673 1.92573 0.91275
H -1.38050 2.13427 0.29928
H -0.00018 2.47840 -0.75847
H -1.12251 0.24966 -1.27732
H 0.43667 -1.41848 -0.03113
H 2.86020 -0.71608 0.11193
H 2.48591 0.84227 -0.63796
H 1.94669 0.51067 1.00814
H -2.54307 -1.10934 0.42102
H -1.52360 -2.46025 0.97072
H -1.54626 -2.00407 -0.75466
```

Results
strongest force on any atom = 0.040 hartree/bohr
energy = -6849.3423 eV
ΔE to the lowest compared entry with this formula, charge and spin = 96.5 kcal per mole
frontier orbital gap = 9.526 eV

Here are the Mulliken charges for atoms 1 to 5, given in e: C -1.4265; C 0.3160; C 0.0211; C -1.1828; N -0.4291

ORCA calculation (wB97M-V/def2-TZVPD) on a molecular structure, C5H5N3O.

XYZ file:
```
14
Properties=species:S:1:pos:R:3
C 1.63744 -0.53604 -0.11400
C -0.71271 -0.87568 -0.23599
C -2.42558 0.05770 0.26519
C -0.96391 0.47224 0.06778
C 0.17861 1.42652 -0.04460
H 2.84974 -1.95836 0.06418
H -2.95519 0.54788 -0.63074
H -2.77407 0.08439 1.23846
H 0.34982 2.44948 0.14870
H 2.15474 1.22037 -0.26647
N 2.85991 -0.86848 0.52553
N 0.40592 -1.42825 -0.44514
N 1.33252 0.77083 -0.48136
O -1.93726 -1.36261 -0.09154
```

Results
strongest force on any atom = 0.166 hartree/bohr
energy = -11778.9081 eV
ΔE to the lowest compared entry with this formula, charge and spin = 111.0 kcal per mole
frontier orbital gap = 8.734 eV

Here are the Mulliken charges for atoms 1 to 5, given in e: C 0.2933; C 0.6449; C -0.1444; C 0.1124; C -0.6204

ORCA calculation (wB97M-V/def2-TZVPD) on a molecular structure, C33H52N3O17.

XYZ file:
```
105
Properties=species:S:1:pos:R:3
C -1.00336 -1.62804 -0.57262
C -0.36927 -0.45063 -1.08783
O 0.31509 -0.59066 -1.95666
N -0.68186 0.88415 -0.43137
H -1.70177 1.21365 -0.19581
H -0.57524 0.95323 0.52454
C 0.12894 2.09402 -0.90702
H -1.77713 -1.62134 -1.19894
H -1.41661 -1.49784 0.50871
H -0.28279 -2.43072 -0.81585
H -0.01910 2.48203 -1.92465
H 1.19112 2.20893 -0.89153
H -0.18185 2.93650 -0.41792
N -3.80475 1.80100 -1.11042
O -4.99042 2.16339 -1.03884
O -2.94166 2.58157 -0.73126
O -3.52452 0.56342 -1.01457
N -2.38956 1.34055 1.57985
O -2.80663 2.36406 2.13476
O -3.14697 0.52176 1.08008
O -1.19915 1.41423 1.28951
C 3.79848 1.02473 -1.50363
C 5.26307 0.51026 -1.37158
C 6.15106 1.77346 -1.50980
O 5.36070 0.11356 0.00517
H 3.66362 1.90132 -0.76607
H 3.00797 0.14010 -1.28818
H 3.52367 1.55446 -2.39179
H 5.50818 -0.32954 -1.93757
H 5.58617 2.47191 -0.77373
H 6.30377 2.33620 -2.54331
H 7.18697 1.63789 -1.08529
H 5.19612 0.80109 0.53688
C 0.27788 6.08844 -2.81237
C -0.31888 6.24099 -1.36182
C -0.47802 7.72779 -1.01049
O -1.73558 5.74162 -1.55410
H 0.20942 5.20355 -3.34690
H 1.25227 6.40700 -2.99376
H -0.08417 6.85232 -3.44325
H 0.16561 5.53270 -0.76589
H -0.96382 8.26838 -1.73088
H 0.52269 8.00875 -0.60048
H -1.12541 7.86143 -0.18838
H -2.18125 6.05595 -0.72230
C -1.86904 -4.50807 -2.29523
C -1.54552 -5.44815 -1.18390
C -2.83271 -6.31334 -0.87511
O -0.61880 -6.34544 -1.45143
H -1.14126 -4.08325 -2.65841
H -2.78439 -3.74615 -2.18558
H -2.09675 -5.08665 -3.05809
H -1.38079 -4.77717 -0.34150
H -2.97302 -7.04924 -1.58127
H -3.76397 -5.82820 -0.67608
H -2.62729 -7.03062 0.03086
H 0.22529 -6.24074 -0.93963
C 0.90563 -4.99716 -0.84308
C 0.75726 -3.73711 0.03909
C 1.50165 -2.42391 -0.40123
O -0.66281 -3.51348 0.24610
H 0.64389 -5.97538 -0.43655
H 1.90638 -4.98331 -1.37190
H 0.20820 -4.82649 -1.70025
H 1.08720 -4.14177 1.03649
H 2.49855 -2.40470 -0.05464
H 1.20274 -1.47700 0.07666
H 1.41614 -2.07657 -1.41792
H -0.77931 -2.93752 1.10503
C 4.06473 5.12035 2.04200
C 3.74322 4.51034 0.63228
C 2.22252 3.92034 0.42958
O 1.66707 3.68215 -0.69825
C 1.44572 3.72263 1.63423
C 1.96403 4.12031 2.90108
C 3.15262 4.74364 3.17967
O 3.43960 5.11879 4.33389
H 4.99798 5.74140 2.22421
H 4.31804 4.68164 -0.20188
H 0.24896 3.35712 1.58091
H 1.19831 3.90930 3.80528
C 2.39615 -2.42026 3.39104
C 3.80889 -2.07786 3.57484
C 4.07934 -0.60604 3.54397
O 5.26736 -0.11888 3.82546
C 3.04800 0.41524 3.51911
C 1.64453 -0.04029 3.27044
C 1.27882 -1.42275 3.01890
O 0.20849 -1.74246 2.62808
H 2.27575 -3.40357 3.45088
H 4.51780 -2.70340 3.73695
H 3.15396 1.65484 3.54225
H 0.84809 0.85598 3.25995
C -5.93246 -3.27757 -1.23807
C -4.97110 -3.18026 -0.14753
C -5.52975 -3.35406 1.22684
O -4.82863 -3.26323 2.22434
C -6.96032 -3.75792 1.36696
C -7.83788 -3.85050 0.18511
C -7.31151 -3.58183 -1.19930
O -8.03827 -3.71199 -2.14998
H -5.58688 -3.25939 -2.34673
H -4.08547 -2.98343 -0.26161
H -7.30255 -3.75496 2.44643
H -8.79543 -4.31963 0.54358
```

Results
strongest force on any atom = 0.279 hartree/bohr
total charge = -1
energy = -74303.6738 eV
ΔE to the lowest compared entry with this formula, charge and spin = 344.5 kcal per mole
frontier orbital gap = 3.956 eV

Here are the Mulliken charges for atoms 1 to 5, given in e: C 0.4669; C -1.7240; O -0.4880; N 0.9894; H -0.5976